(1)
{
  "formula": "C33H25GaN4O5S",
  "method": "wB97M-V/def2-TZVPD",
  "orbital_gap_ev": 7.027,
  "multiplicity": 1,
  "largest_force_ev_per_a": 0.18,
  "elements": ["Ga", "C", "O", "C", "C", "C", "C", "C", "C", "N", "N", "C", "C", "O", "C", "C", "C", "C", "C", "C", "C", "C", "H", "H", "H", "H", "H", "H", "H", "H", "H", "H", "H", "H", "H", "O", "N", "N", "O", "C", "C", "C", "C", "C", "C", "H", "H", "H", "H", "H", "C", "C", "O", "S", "C", "C", "C", "C", "C", "C", "C", "C", "H", "H", "H", "H", "H", "H", "H"],
  "coordinates": [[0.09838, 0.38148, -0.06349], [-0.76243, -0.88815, 3.11481], [0.15837, -0.05406, 2.41963], [1.47868, -0.14228, 2.74828], [1.98255, -0.89804, 3.79258], [3.35489, -0.90940, 4.02472], [4.21111, -0.17946, 3.21704], [3.70081, 0.56395, 2.16067], [2.33860, 0.58313, 1.92037], [1.72589, 1.25827, 0.83118], [2.42470, 2.18682, 0.31860], [1.95836, 2.96151, -0.68097], [0.59359, 3.00183, -1.07697], [-0.30252, 2.20535, -0.62389], [0.18012, 4.03176, -1.98830], [1.06985, 4.89931, -2.51023], [2.46347, 4.86169, -2.17091], [3.37424, 5.76750, -2.74111], [4.70362, 5.72969, -2.40519], [5.15219, 4.77526, -1.48242], [4.27800, 3.87790, -0.91691], [2.91211, 3.90227, -1.24718], [-0.75240, -0.65635, 4.18048], [-0.52149, -1.94099, 2.95394], [-1.73643, -0.67041, 2.69090], [1.32278, -1.47668, 4.42208], [3.74844, -1.49904, 4.84230], [5.27706, -0.19386, 3.39944], [4.35201, 1.12564, 1.50610], [-0.86950, 4.05598, -2.24826], [0.73742, 5.65522, -3.21308], [3.00680, 6.49718, -3.45323], [5.40098, 6.42841, -2.84779], [6.20056, 4.74041, -1.21448], [4.63364, 3.14110, -0.21119], [0.93231, 0.08554, -1.85690], [1.87963, -0.77769, -1.89864], [1.95220, -1.48654, -0.84796], [1.12022, -1.33764, 0.15362], [3.01331, -2.44322, -0.70270], [3.65207, -2.95348, -1.82213], [4.68784, -3.85411, -1.64003], [5.07278, -4.23601, -0.36066], [4.41704, -3.71426, 0.74437], [3.37704, -2.81115, 0.58110], [3.33902, -2.64861, -2.81005], [5.19306, -4.26380, -2.50440], [5.88218, -4.94158, -0.22760], [4.71522, -4.00617, 1.74266], [2.85604, -2.38465, 1.42701], [-10.63550, -2.28930, -1.47695], [-9.21816, -1.84155, -1.22265], [-8.62245, -1.07727, -1.92697], [-8.52769, -2.58079, 0.25764], [-6.86047, -1.99033, 0.18789], [-6.57905, -0.64092, 0.36504], [-5.26986, -0.19857, 0.32016], [-4.22351, -1.10050, 0.11404], [-4.51564, -2.45438, -0.05263], [-5.82804, -2.89568, -0.02274], [-2.86460, -0.63934, 0.07652], [-1.72065, -0.25099, 0.04533], [-11.21888, -1.43728, -1.82078], [-11.09200, -2.72976, -0.59229], [-10.61708, -3.03530, -2.27260], [-7.38669, 0.05926, 0.52919], [-5.04269, 0.85136, 0.44693], [-3.70694, -3.15414, -0.21493], [-6.05448, -3.94410, -0.16538]],
  "atomic_forces_ev_per_a": [[0.0, 0.1, -0.2], [0.0, 0.0, 0.0], [0.1, 0.0, 0.0], [-0.1, -0.1, 0.0], [0.0, 0.0, 0.0], [0.0, 0.0, 0.0], [0.0, 0.0, 0.0], [0.0, 0.0, 0.0], [0.0, 0.0, 0.0], [-0.1, 0.0, 0.0], [0.0, 0.0, 0.0], [0.0, 0.0, 0.0], [0.0, 0.0, 0.0], [0.0, -0.1, 0.0], [0.0, 0.0, 0.0], [0.0, 0.0, 0.0], [0.0, 0.0, 0.0], [0.0, 0.0, 0.0], [0.0, 0.0, 0.0], [0.0, 0.0, 0.0], [0.0, 0.0, 0.0], [0.0, 0.0, 0.0], [0.0, 0.0, 0.0], [0.0, 0.0, 0.0], [0.0, 0.0, 0.0], [0.0, 0.0, 0.0], [0.0, 0.0, 0.0], [0.0, 0.0, 0.0], [0.0, 0.0, 0.0], [0.0, 0.0, 0.0], [0.0, 0.0, 0.0], [0.0, 0.0, 0.0], [0.0, 0.0, 0.0], [0.0, 0.0, 0.0], [0.0, 0.0, 0.0], [0.0, 0.0, -0.1], [0.0, 0.0, 0.2], [0.1, 0.0, -0.1], [-0.1, -0.1, 0.0], [0.0, 0.0, 0.0], [0.0, 0.0, 0.0], [0.0, 0.0, 0.0], [0.0, 0.0, 0.0], [0.0, 0.0, 0.0], [0.0, 0.0, 0.0], [0.0, 0.0, 0.0], [0.0, 0.0, 0.0], [0.0, 0.0, 0.0], [0.0, 0.0, 0.0], [0.0, 0.0, 0.0], [0.0, 0.0, 0.0], [0.0, 0.1, 0.0], [0.0, 0.0, 0.0], [0.0, 0.0, 0.0], [0.0, 0.0, 0.0], [0.0, 0.0, 0.0], [0.0, 0.0, 0.0], [0.0, 0.0, 0.0], [0.0, 0.0, 0.0], [0.0, 0.0, 0.0], [-0.1, 0.0, 0.0], [0.1, 0.0, 0.1], [0.0, 0.0, 0.0], [0.0, 0.0, 0.0], [0.0, 0.0, 0.0], [0.0, 0.0, 0.0], [0.0, 0.0, 0.0], [0.0, 0.0, 0.0], [0.0, 0.0, 0.0]]
}

=====

(2)
{
  "formula": "C33H26BrN3PdSb",
  "method": "wB97M-V/def2-TZVPD",
  "charge": 3,
  "orbital_gap_ev": 5.344,
  "multiplicity": 1,
  "e_above_lowest_kj_mol": 355.6,
  "largest_force_ev_per_a": 3.57,
  "elements": ["Pd", "C", "C", "C", "C", "N", "C", "C", "C", "C", "C", "C", "N", "C", "C", "C", "C", "C", "N", "H", "H", "H", "H", "H", "H", "H", "H", "H", "H", "H", "Br", "C", "C", "C", "C", "C", "C", "Sb", "C", "C", "C", "C", "C", "C", "C", "C", "C", "C", "C", "C", "H", "H", "H", "H", "H", "H", "H", "H", "H", "H", "H", "H", "H", "H", "H"],
  "coordinates": [[-1.48812, 0.07008, -0.47370], [0.38233, 4.11658, 0.15173], [-0.66974, 4.93825, -0.20809], [-1.93490, 4.38431, -0.35879], [-2.10003, 3.03328, -0.16603], [-1.07014, 2.21161, 0.11337], [0.14598, 2.76431, 0.28540], [-3.40778, 2.36061, -0.16722], [-4.62611, 2.99539, -0.06968], [-5.77213, 2.22178, 0.04973], [-5.67266, 0.83991, 0.09169], [-4.42695, 0.26639, -0.01506], [-3.33501, 1.02527, -0.15601], [-4.12196, -1.15473, 0.08304], [-5.06135, -2.15406, 0.13591], [-4.64877, -3.47438, 0.27923], [-3.29766, -3.75416, 0.37333], [-2.39892, -2.71484, 0.28603], [-2.79918, -1.43597, 0.15206], [1.37879, 4.51192, 0.31084], [-0.51624, 5.99968, -0.36170], [-2.77788, 5.00670, -0.63256], [0.95192, 2.10082, 0.54741], [-4.68874, 4.07474, -0.05865], [-6.74074, 2.69819, 0.13974], [-6.55648, 0.22980, 0.21967], [-6.11404, -1.91757, 0.05615], [-5.38037, -4.27194, 0.31188], [-2.93521, -4.76611, 0.49049], [-1.33938, -2.89762, 0.32093], [-0.73975, -1.58761, -2.03155], [3.24225, 1.00898, 4.03947], [3.53232, 1.57057, 2.77263], [2.94390, 1.06121, 1.64236], [2.04496, -0.03364, 1.77419], [1.74382, -0.59626, 3.05470], [2.33221, -0.06748, 4.17202], [1.13085, -0.79353, 0.04293], [2.00441, -2.63044, -0.23401], [2.52723, -2.90375, -1.50173], [3.12219, -4.13949, -1.70176], [3.17961, -5.07326, -0.66463], [2.62397, -4.78988, 0.58420], [2.02178, -3.56621, 0.81310], [2.04042, 0.36605, -1.44759], [1.33590, 1.22627, -2.28281], [2.00496, 1.94837, -3.26235], [3.38219, 1.81802, -3.39685], [4.09001, 0.96885, -2.55908], [3.42647, 0.23976, -1.58183], [3.73469, 1.40121, 4.92059], [4.22534, 2.39841, 2.69654], [3.17567, 1.48330, 0.67144], [1.06161, -1.43108, 3.15644], [2.11285, -0.47239, 5.15122], [2.47986, -2.18712, -2.31084], [3.53377, -4.37788, -2.67302], [3.66595, -6.02392, -0.82969], [2.66188, -5.52510, 1.37776], [1.59796, -3.35172, 1.78523], [0.26953, 1.34378, -2.20097], [1.45246, 2.60466, -3.92483], [3.90384, 2.37202, -4.16675], [5.16231, 0.86231, -2.66987], [3.99402, -0.43125, -0.94573]],
  "atomic_forces_ev_per_a": [[-2.8, 0.3, 2.2], [0.1, 0.1, 0.1], [0.0, 0.1, -0.1], [-0.1, 0.3, 0.0], [-0.2, -0.1, 0.0], [1.4, -0.1, -0.6], [-0.4, -0.2, 0.0], [0.3, 0.0, 0.0], [-0.4, 0.1, 0.0], [-0.1, 0.2, 0.0], [-0.3, 0.1, 0.0], [0.1, -0.2, 0.0], [0.8, 0.2, 0.1], [0.1, 0.1, 0.0], [-0.2, -0.3, 0.1], [-0.1, 0.0, 0.0], [-0.1, -0.1, 0.1], [-0.1, 0.4, 0.2], [0.8, -0.5, -0.8], [-0.1, -0.1, 0.0], [0.0, 0.0, 0.0], [0.1, 0.0, 0.1], [0.0, -0.1, 0.0], [0.0, 0.0, 0.0], [0.0, 0.0, 0.0], [0.0, 0.0, 0.0], [0.0, 0.0, 0.0], [0.0, 0.0, 0.0], [0.0, 0.0, 0.0], [0.1, -0.1, 0.0], [0.6, 0.0, -0.5], [-0.4, -0.3, -0.7], [0.1, -0.5, 1.4], [-1.2, -0.8, -0.4], [-0.3, 0.2, 1.6], [-0.1, 0.5, -1.5], [1.1, 0.9, 0.2], [1.7, 0.6, -0.9], [-0.5, -0.6, 0.3], [-0.2, -0.4, 0.2], [0.1, -0.1, 0.2], [-0.1, 0.3, 0.0], [0.1, -0.1, -0.1], [0.1, 0.1, -0.5], [0.0, 0.2, -0.2], [0.3, 0.0, -0.2], [0.0, 0.0, 0.0], [-0.1, 0.0, -0.1], [0.0, 0.0, 0.0], [-0.1, 0.0, 0.1], [-0.1, 0.0, 0.0], [0.0, -0.1, 0.0], [-0.1, 0.0, 0.0], [-0.1, 0.1, 0.0], [0.1, 0.0, 0.0], [0.0, 0.0, 0.0], [0.1, 0.0, 0.0], [0.0, -0.1, 0.0], [0.0, 0.0, 0.0], [0.0, 0.1, 0.0], [-0.3, 0.0, 0.0], [0.0, 0.0, 0.1], [0.0, 0.0, 0.0], [-0.1, 0.0, 0.0], [0.0, 0.0, 0.0]]
}

=====

(3)
{
  "formula": "C33H26CaClIN4O5",
  "method": "wB97M-V/def2-TZVPD",
  "charge": -2,
  "orbital_gap_ev": 6.464,
  "multiplicity": 1,
  "e_above_lowest_kj_mol": 67.4,
  "largest_force_ev_per_a": 1.36,
  "elements": ["Ca", "C", "C", "C", "C", "C", "C", "C", "C", "N", "C", "O", "C", "C", "C", "C", "C", "N", "C", "O", "N", "C", "C", "C", "C", "C", "C", "C", "C", "H", "H", "H", "H", "H", "H", "H", "H", "H", "H", "H", "H", "H", "H", "H", "H", "H", "H", "H", "H", "H", "Cl", "C", "C", "C", "I", "C", "O", "C", "N", "C", "C", "C", "C", "H", "H", "H", "H", "O", "C", "O", "H"],
  "coordinates": [[-0.50054, -0.04217, -0.71441], [-2.26200, 0.23033, 1.90623], [-1.73265, 0.53321, 3.28514], [-2.59996, 0.80860, 4.33414], [-2.12577, 0.99285, 5.62766], [-0.76632, 0.84549, 5.85981], [0.14036, 0.57057, 4.83357], [1.57314, 0.28052, 5.17433], [-0.33349, 0.47577, 3.50498], [0.44374, 0.15806, 2.39399], [1.60854, 0.73152, 2.12963], [2.20801, 1.67813, 2.68000], [2.28358, 0.14186, 0.88308], [3.55465, 0.50817, 0.48801], [4.08827, -0.08916, -0.65477], [3.36649, -1.04417, -1.35181], [2.09124, -1.33752, -0.90245], [1.56659, -0.73799, 0.17412], [1.22092, -2.40706, -1.58995], [1.82940, -3.27264, -2.23973], [-0.07772, -2.25302, -1.34017], [-0.97737, -3.21529, -1.86016], [-1.72976, -3.98663, -0.97083], [-1.55137, -3.84516, 0.52204], [-2.67409, -4.88206, -1.47386], [-2.88864, -5.00805, -2.83711], [-2.15667, -4.21227, -3.71332], [-1.20626, -3.31263, -3.24603], [-0.47092, -2.41082, -4.20087], [-3.33170, 0.02096, 1.91669], [-1.74990, -0.65205, 1.51893], [-2.10898, 1.06424, 1.21034], [-3.66498, 0.85835, 4.12960], [-2.80718, 1.20815, 6.44192], [-0.38231, 0.92406, 6.87335], [1.70393, 0.28028, 6.25877], [2.25629, 0.99185, 4.71305], [1.85736, -0.70653, 4.79205], [4.08261, 1.24747, 1.07320], [5.07716, 0.19324, -0.99753], [3.74141, -1.55561, -2.22602], [-0.70889, -3.20187, 0.77014], [-1.38653, -4.82072, 0.98836], [-2.44462, -3.40962, 0.98045], [-3.24913, -5.48166, -0.77291], [-3.63136, -5.70205, -3.21506], [-2.32824, -4.27618, -4.78465], [-0.85039, -2.54528, -5.21711], [0.59941, -2.62253, -4.18461], [-0.57846, -1.35729, -3.93238], [2.46476, 6.30730, -2.77426], [1.86675, 4.64880, -2.66952], [1.89307, 3.86114, -3.77446], [1.42176, 2.53733, -3.72428], [1.49440, 1.37046, -5.44335], [0.93356, 1.93785, -2.55636], [0.52628, 0.72786, -2.48966], [0.88879, 2.82754, -1.38239], [0.33880, 2.30638, -0.23226], [0.24663, 3.06397, 0.82917], [0.69662, 4.39821, 0.85710], [1.24468, 4.93414, -0.26312], [1.34872, 4.15474, -1.44178], [2.27995, 4.25857, -4.70343], [-0.17458, 2.61100, 1.72205], [0.62181, 4.96219, 1.77813], [1.60841, 5.95285, -0.26839], [-2.22084, 1.71736, -1.44376], [-2.94787, 0.70912, -1.63437], [-2.67563, -0.47105, -1.21874], [-3.87299, 0.82864, -2.20417]],
  "atomic_forces_ev_per_a": [[-0.8, 0.4, 0.9], [0.0, 0.2, 0.1], [-0.1, 0.0, 0.0], [0.1, 0.0, -0.1], [0.1, 0.0, -0.1], [0.1, 0.0, -0.1], [-0.1, 0.1, 0.0], [0.0, -0.1, 0.0], [0.2, -0.1, -0.3], [0.0, 0.3, 0.2], [0.1, -0.2, -0.2], [-0.1, 0.1, 0.1], [-0.6, -0.3, 0.0], [0.2, -0.1, -0.2], [0.0, 0.1, 0.1], [0.1, 0.1, 0.1], [-0.4, -0.2, 0.4], [0.8, -0.3, -0.2], [0.2, 0.3, 0.2], [-0.2, -0.1, -0.1], [0.4, -0.8, -0.4], [0.3, 0.4, -0.1], [-0.1, -0.1, 0.1], [0.0, 0.0, 0.0], [0.1, 0.0, 0.0], [0.1, 0.1, 0.0], [0.0, 0.0, 0.1], [-0.1, 0.0, 0.0], [0.0, -0.1, 0.0], [0.0, 0.0, 0.0], [-0.1, 0.0, 0.0], [0.0, -0.1, 0.0], [0.0, 0.0, 0.0], [0.0, 0.0, 0.0], [0.0, 0.0, 0.0], [0.0, 0.0, 0.0], [0.0, 0.1, 0.0], [0.0, 0.0, 0.0], [0.0, 0.0, 0.0], [0.0, 0.0, 0.0], [0.0, 0.0, 0.0], [0.0, 0.0, -0.1], [0.0, 0.0, 0.0], [0.0, 0.0, 0.0], [0.0, 0.0, 0.0], [0.0, 0.0, 0.0], [0.0, 0.0, 0.0], [0.0, 0.0, 0.0], [0.0, 0.0, 0.0], [0.0, 0.0, 0.1], [-0.1, -0.2, 0.0], [0.0, 0.1, 0.3], [0.0, -0.3, -0.2], [0.2, 0.2, 0.1], [0.0, -0.1, -0.1], [-0.3, -0.2, 0.2], [0.6, 0.9, -0.5], [-0.3, -0.4, 0.2], [0.5, 0.3, -0.6], [0.0, -0.1, 0.0], [-0.1, -0.1, 0.2], [0.1, 0.0, -0.2], [0.1, 0.3, 0.1], [0.0, 0.0, 0.0], [0.0, 0.0, -0.1], [0.0, 0.0, 0.0], [0.0, 0.0, 0.0], [-0.7, -0.7, -0.1], [1.1, -0.4, 0.7], [-0.8, 0.9, -0.5], [-0.4, 0.1, -0.2]]
}

=====

> What is the formula in the first record?

C33H25GaN4O5S